The following is a DFT calculation (wB97M-V/def2-TZVPD) of one molecule with the formula C20H16F4N4O3S in a non-equilibrium geometry.

Each atom is followed by the atoms it is bonded to, with distances in Å.
Positions of all 48 atoms, in Å:
1 O -0.4751 0.6688 -2.5399  C9 1.229
2 O 4.4434 2.1096 -2.6214  S32 1.503
3 O 5.6307 -0.0292 -1.9580  S32 1.508
4 F -3.9289 1.1409 2.8002  C10 1.318
5 F 1.4383 -3.1245 -3.7587  C30 1.393
6 F 3.2823 -3.0487 -4.9759  C30 1.368
7 F 1.6921 -1.4213 -5.1867  C30 1.336
8 N -3.1998 0.8124 0.6117  C10 1.368, C11 1.322
9 C -1.0768 0.6705 -1.4679  O1 1.229, N27 1.384, N28 1.388
10 C -4.2078 0.9549 1.5257  F4 1.318, N8 1.368, C12 1.388
11 C -3.4590 0.5142 -0.6500  N8 1.322, C13 1.395, N27 1.416
12 C -5.5294 0.8093 1.1259  C10 1.388, C14 1.349, H33 1.104
13 C -4.7783 0.6613 -1.0789  C11 1.395, C14 1.426, H34 1.056
14 C -5.8782 0.6864 -0.1713  C12 1.349, C13 1.426, H35 1.108
15 C -1.2941 -0.4721 4.7615  C16 1.434, C17 1.404, H36 1.139
16 C -0.2856 0.5471 4.7472  C15 1.434, C18 1.392, H37 1.172
17 C -1.3232 -1.1963 3.5594  C15 1.404, C19 1.359, H38 1.087
18 C 0.5032 0.8817 3.6504  C16 1.392, C23 1.461, H39 1.166
19 C -0.4665 -0.9900 2.5252  C17 1.359, C23 1.395, H40 1.115
20 C 2.7751 0.2232 1.5534  C21 1.283, C24 1.418, H41 1.044
21 C 3.6816 0.4191 0.6674  C20 1.283, C26 1.418, H42 1.130
22 C 1.8647 0.7010 -0.9327  C25 1.393, C26 1.393, H43 1.083
23 C 0.4646 0.0465 2.4528  C18 1.461, C19 1.395, C24 1.444
24 C 1.3729 0.3177 1.3631  C20 1.418, C23 1.444, C25 1.394
25 C 0.9087 0.5459 0.0687  C22 1.393, C24 1.394, N28 1.362
26 C 3.2289 0.6358 -0.6591  C21 1.418, C22 1.393, S32 1.810
27 N -2.4313 0.4296 -1.6199  C9 1.384, C11 1.416, H44 1.049
28 N -0.4144 0.5502 -0.2539  C9 1.388, C25 1.362, H45 0.990
29 N 3.3454 -0.1457 -3.2787  C31 1.466, S32 1.751, H46 1.005
30 C 2.3405 -2.2598 -4.3741  F5 1.393, F6 1.368, F7 1.336, C31 1.544
31 C 3.0575 -1.5805 -3.1871  N29 1.466, C30 1.544, H47 1.049, H48 1.106
32 S 4.3214 0.7057 -2.1000  O2 1.503, O3 1.508, C26 1.810, N29 1.751
33 H -6.4174 0.8493 1.7814  C12 1.104
34 H -4.8838 0.4201 -2.1011  C13 1.056
35 H -6.9042 0.6645 -0.5888  C14 1.108
36 H -1.7558 -0.7395 5.7682  C15 1.139
37 H -0.2003 1.2020 5.7149  C16 1.172
38 H -2.0586 -1.9834 3.4149  C17 1.087
39 H 1.1225 1.8584 3.7977  C18 1.166
40 H -0.4199 -1.6512 1.6282  C19 1.115
41 H 3.1197 0.0412 2.5220  C20 1.044
42 H 4.7676 0.3502 0.9703  C21 1.130
43 H 1.6390 1.0464 -1.9342  C22 1.083
44 H -2.6948 0.3574 -2.6327  N27 1.049
45 H -1.0859 0.6375 0.4680  N28 0.990
46 H 3.7643 0.0309 -4.1751  N29 1.005
47 H 3.9135 -2.1528 -2.9884  C31 1.049
48 H 2.4913 -1.6949 -2.2434  C31 1.106

Computed properties:
* E_LUMO: -0.091 eV
* highest occupied orbital energy: -8.857 eV
* HOMO-LUMO gap: 0.322 hartree
* spin multiplicity: 1

The following is a DFT calculation (wB97M-V/def2-TZVPD) of one molecule with the formula C20H16FN5O3 in a non-equilibrium geometry.

Each atom is followed by the atoms it is bonded to, with distances in Å.
Positions of all 45 atoms, in Å:
1 O 0.6592 -2.3169 -4.3897  C2 1.202
2 C 1.2801 -2.6734 -3.4246  O1 1.202, O3 1.321, C18 1.532
3 O 0.8760 -3.5321 -2.5058  C2 1.321, C4 1.438
4 C -0.5307 -3.8169 -2.4177  O3 1.438, C5 1.507, H16 1.094, H17 1.091
5 C -1.1243 -2.8009 -1.4755  C4 1.507, C6 1.389, C10 1.390
6 C -1.6948 -1.6339 -1.9676  C5 1.389, C7 1.385, H15 1.081
7 C -2.1587 -0.6648 -1.0941  C6 1.385, C8 1.385, H14 1.080
8 C -2.0493 -0.8513 0.2740  C7 1.385, C9 1.385, H13 1.080
9 C -1.4595 -2.0031 0.7686  C8 1.385, C10 1.383, H12 1.079
10 C -0.9942 -2.9720 -0.1024  C5 1.390, C9 1.383, H11 1.079
11 H -0.5195 -3.8624 0.2811  C10 1.079
12 H -1.3500 -2.1390 1.8334  C9 1.079
13 H -2.4203 -0.1031 0.9583  C8 1.080
14 H -2.6062 0.2363 -1.4873  C7 1.080
15 H -1.7735 -1.4837 -3.0347  C6 1.081
16 H -0.9769 -3.7572 -3.4145  C4 1.094
17 H -0.6034 -4.8306 -2.0222  C4 1.091
18 C 2.6076 -2.0495 -2.9837  C2 1.532, N19 1.455, H44 1.089, H45 1.092
19 N 2.1882 -1.0696 -1.9930  C18 1.455, C20 1.355, C27 1.431
20 C 1.5740 0.0600 -2.4200  N19 1.355, N21 1.288, H43 1.081
21 N 0.9758 0.9320 -1.6845  C20 1.288, C22 1.353
22 C 0.9685 0.6017 -0.3730  N21 1.353, N23 1.345, C26 1.401
23 N 0.3938 1.2452 0.6590  C22 1.345, N24 1.341, C29 1.443
24 N 0.6252 0.5533 1.7844  N23 1.341, N25 1.269
25 N 1.3182 -0.4799 1.5337  N24 1.269, C26 1.355
26 C 1.5756 -0.5218 0.2036  C22 1.401, N25 1.355, C27 1.438
27 C 2.2658 -1.4746 -0.6228  N19 1.431, C26 1.438, O28 1.204
28 O 2.8481 -2.4839 -0.3182  C27 1.204
29 C -0.3952 2.4527 0.6207  N23 1.443, C30 1.503, H41 1.095, H42 1.094
30 C -0.4646 3.0577 1.9951  C29 1.503, C31 1.388, C35 1.389
31 C -1.5772 2.8668 2.8034  C30 1.388, C32 1.382, F40 1.351
32 C -1.6587 3.3830 4.0824  C31 1.382, C33 1.383, H39 1.078
33 C -0.5900 4.1075 4.5786  C32 1.383, C34 1.385, H38 1.079
34 C 0.5348 4.3093 3.7961  C33 1.385, C35 1.383, H37 1.079
35 C 0.5951 3.7877 2.5165  C30 1.389, C34 1.383, H36 1.080
36 H 1.4742 3.9441 1.9092  C35 1.080
37 H 1.3684 4.8734 4.1848  C34 1.079
38 H -0.6367 4.5132 5.5773  C33 1.079
39 H -2.5460 3.2083 4.6697  C32 1.078
40 F -2.6247 2.1647 2.3199  C31 1.351
41 H -1.3985 2.2062 0.2577  C29 1.095
42 H 0.0768 3.1345 -0.0927  C29 1.094
43 H 1.5879 0.2358 -3.4869  C20 1.081
44 H 3.1196 -1.5702 -3.8173  C18 1.089
45 H 3.2400 -2.7828 -2.4791  C18 1.092

Computed properties:
* E_LUMO: 0.580 eV
* highest occupied orbital energy: -9.173 eV
* HOMO-LUMO gap: 0.358 hartree
* spin multiplicity: 1

The following is a DFT calculation (wB97M-V/def2-TZVPD) of one molecule with the formula C20H16N2O4S in a non-equilibrium geometry.

Each atom is followed by the atoms it is bonded to, with distances in Å.
Positions of all 43 atoms, in Å:
1 O -3.6614 2.2741 -0.4922  C6 1.193
2 O -1.9104 0.0339 -4.0894  C7 1.258
3 O -3.6955 0.7707 5.4665  N26 1.267
4 O -3.3879 -0.0517 -0.7733  C6 1.409, C27 1.424
5 S 1.2087 -0.3306 0.0512  C19 1.770, C20 1.757
6 C -3.6069 1.1558 -0.0799  O1 1.193, O4 1.409, C21 1.496
7 C -1.9469 -0.0909 -2.8381  O2 1.258, N25 1.444, C27 1.497
8 C 5.1349 0.5174 2.0379  C9 1.396, C10 1.277, H28 1.115
9 C 4.4689 1.5959 1.4517  C8 1.396, C13 1.413, H29 1.110
10 C 4.6975 -0.6784 1.9463  C8 1.277, C14 1.408, H30 1.118
11 C 2.9664 -2.1379 -3.1605  C12 1.401, C15 1.437, H31 1.116
12 C 1.9891 -1.9479 -4.1465  C11 1.401, C16 1.382, H32 1.093
13 C 3.2565 1.2439 0.8162  C9 1.413, C19 1.341, H33 1.114
14 C 3.5705 -1.1133 1.2222  C10 1.408, C19 1.419, H34 1.077
15 C 2.7163 -1.6226 -1.8431  C11 1.437, C20 1.374, H35 1.105
16 C 0.7358 -1.4609 -3.8288  C12 1.382, C22 1.402, H36 1.085
17 C -3.2650 -0.0970 2.0469  C21 1.400, C23 1.444, H37 1.053
18 C -4.1335 2.1910 2.1713  C21 1.424, C24 1.443, H38 1.107
19 C 2.8207 -0.0206 0.7144  S5 1.770, C13 1.341, C14 1.419
20 C 1.4918 -1.0996 -1.5032  S5 1.757, C15 1.374, C22 1.470
21 C -3.7296 1.0583 1.4081  C6 1.496, C17 1.400, C18 1.424
22 C 0.4295 -1.0669 -2.5181  C16 1.402, C20 1.470, N25 1.382
23 C -3.2125 -0.0997 3.4902  C17 1.444, N26 1.355, H39 1.127
24 C -4.0651 2.1324 3.6112  C18 1.443, N26 1.398, H40 1.070
25 N -0.8215 -0.6378 -2.1176  C7 1.444, C22 1.382, H41 1.046
26 N -3.5540 0.9851 4.2261  O3 1.267, C23 1.355, C24 1.398
27 C -3.2767 0.1171 -2.1825  O4 1.424, C7 1.497, H42 1.107, H43 1.089
28 H 6.0536 0.7667 2.6188  C8 1.115
29 H 4.8451 2.6395 1.4071  C9 1.110
30 H 5.2974 -1.3000 2.6562  C10 1.118
31 H 3.9414 -2.6154 -3.4175  C11 1.116
32 H 2.2890 -2.0289 -5.1949  C12 1.093
33 H 2.6342 2.1294 0.5509  C13 1.114
34 H 3.2998 -2.1385 1.0337  C14 1.077
35 H 3.6480 -1.6557 -1.2500  C15 1.105
36 H -0.0118 -1.4125 -4.6130  C16 1.085
37 H -2.8428 -0.9493 1.5951  C17 1.053
38 H -4.4802 3.1201 1.6797  C18 1.107
39 H -2.8981 -1.0594 3.9909  C23 1.127
40 H -4.3011 2.9994 4.1921  C24 1.070
41 H -1.0669 -0.7461 -1.1062  N25 1.046
42 H -3.6048 1.1153 -2.5300  C27 1.107
43 H -4.0224 -0.4842 -2.6999  C27 1.089

Computed properties:
* E_LUMO: -0.494 eV
* highest occupied orbital energy: -8.138 eV
* HOMO-LUMO gap: 0.281 hartree
* spin multiplicity: 1

The following is a DFT calculation (wB97M-V/def2-TZVPD) of one molecule with the formula C20H16N2O6S.

Each atom is followed by the atoms it is bonded to, with distances in Å.
Positions of all 45 atoms, in Å:
1 O -0.7034 1.7149 -2.3606  C2 1.206
2 C -1.1948 2.3570 -1.4664  O1 1.206, N3 1.371, C20 1.526
3 N -2.0059 1.8343 -0.4927  C2 1.371, C4 1.392, H19 1.012
4 C -2.1908 0.4999 -0.1402  N3 1.392, C5 1.385, C9 1.403
5 C -1.4758 -0.5357 -0.7195  C4 1.385, C6 1.394, H18 1.077
6 C -1.6396 -1.8428 -0.2638  C5 1.394, C7 1.411, O16 1.336
7 C -2.5560 -2.1104 0.7757  C6 1.411, C8 1.399, C12 1.458
8 C -3.2749 -1.0506 1.3401  C7 1.399, C9 1.370, H11 1.078
9 C -3.0938 0.2340 0.8997  C4 1.403, C8 1.370, H10 1.080
10 H -3.6357 1.0485 1.3562  C9 1.080
11 H -3.9691 -1.2634 2.1370  C8 1.078
12 C -2.7352 -3.4792 1.2444  C7 1.458, O13 1.223, O14 1.337
13 O -2.1200 -4.4418 0.8086  C12 1.223
14 O -3.6438 -3.6281 2.2134  C12 1.337, H15 0.970
15 H -3.7011 -4.5634 2.4638  O14 0.970
16 O -0.9007 -2.8040 -0.8253  C6 1.336, H17 0.986
17 H -1.1474 -3.6655 -0.4132  O16 0.986
18 H -0.7788 -0.3538 -1.5204  C5 1.077
19 H -2.4508 2.4897 0.1378  N3 1.012
20 C -0.8955 3.8360 -1.2422  C2 1.526, C21 1.542, H44 1.089, H45 1.089
21 C 0.4998 3.9309 -0.5930  C20 1.542, N22 1.454, H42 1.092, H43 1.093
22 N 0.7347 2.8150 0.3087  C21 1.454, C23 1.364, C40 1.396
23 C -0.0372 2.6355 1.4194  N22 1.364, O24 1.201, S25 1.779
24 O -0.8538 3.4054 1.8465  C23 1.201
25 S 0.3241 1.0486 2.1374  C23 1.779, C26 1.768
26 C 1.4393 0.6441 0.8265  S25 1.768, C27 1.345, C40 1.468
27 C 1.8620 -0.6164 0.6213  C26 1.345, C28 1.451, H39 1.084
28 C 2.7656 -1.0823 -0.4146  C27 1.451, C29 1.398, C33 1.395
29 C 2.4517 -2.2665 -1.0875  C28 1.398, C30 1.381, H38 1.079
30 C 3.2820 -2.7420 -2.0828  C29 1.381, C31 1.386, H37 1.080
31 C 4.4516 -2.0673 -2.3960  C30 1.386, C32 1.386, H36 1.080
32 C 4.7856 -0.9105 -1.7104  C31 1.386, C33 1.381, H35 1.080
33 C 3.9485 -0.4140 -0.7302  C28 1.395, C32 1.381, H34 1.078
34 H 4.2193 0.4782 -0.1892  C33 1.078
35 H 5.7019 -0.3894 -1.9439  C32 1.080
36 H 5.1034 -2.4448 -3.1699  C31 1.080
37 H 3.0184 -3.6446 -2.6136  C30 1.080
38 H 1.5318 -2.7814 -0.8560  C29 1.079
39 H 1.4581 -1.3832 1.2725  C27 1.084
40 C 1.6209 1.8012 -0.0587  N22 1.396, C26 1.468, O41 1.203
41 O 2.3724 1.9119 -0.9923  C40 1.203
42 H 0.6006 4.8687 -0.0426  C21 1.092
43 H 1.2807 3.8540 -1.3535  C21 1.093
44 H -1.6424 4.2959 -0.5959  C20 1.089
45 H -0.8742 4.3531 -2.2003  C20 1.089

Computed properties:
* E_LUMO: -0.301 eV
* highest occupied orbital energy: -8.567 eV
* HOMO-LUMO gap: 0.304 hartree
* spin multiplicity: 1